# 1
The following is a quantum chemistry calculation of a molecular structure, C40H41NO4P2Ti, from OMol25.

Last column: Mulliken charge in e.
Atoms and positions in Å:
Ti 0.475 -0.676 1.098  -0.74
O 2.163 -0.074 4.507  -0.48
C 1.664 0.350 3.532  0.38
O 1.714 -0.384 2.299  -0.03
C 0.818 1.566 3.336  -0.43
P -0.753 0.971 2.499  -0.38
C -2.781 -0.343 0.553  0.21
C -2.004 -0.343 -1.583  -0.67
C -2.378 -1.522 -2.068  -1.13
C -2.605 -2.726 -1.303  -0.38
C -2.988 -2.750 -0.009  -1.26
C -3.292 -1.563 0.742  -0.15
C -1.468 -0.096 3.794  1.04
C -2.062 0.478 4.917  -0.89
C -2.588 -0.324 5.918  -0.77
C -2.539 -1.708 5.801  -0.60
C -1.962 -2.292 4.685  -1.17
C -1.429 -1.484 3.689  -0.27
H 1.326 2.267 2.672  0.40
H 0.624 2.048 4.293  0.53
H -1.918 0.557 -2.180  0.80
H -2.572 -1.554 -3.134  0.44
H -2.583 -3.661 -1.848  0.59
H -3.266 -3.699 0.432  0.48
H -4.089 -1.613 1.477  0.58
H -2.119 1.556 5.011  0.44
H -3.044 0.130 6.787  0.45
H -2.949 -2.330 6.585  0.44
H -1.917 -3.369 4.595  0.48
H -0.981 -1.981 2.827  0.51
C 3.981 -2.378 0.435  -0.87
C 4.494 -1.422 -0.604  0.32
C 5.824 -1.518 -1.009  -0.85
C 6.342 -0.706 -2.003  -0.83
C 5.534 0.234 -2.628  -0.86
C 4.210 0.352 -2.246  -0.67
C 3.691 -0.466 -1.238  1.60
P 1.909 -0.363 -0.923  1.61
C 1.369 1.179 -1.719  1.77
C 0.539 1.178 -2.838  -1.68
C 0.171 2.368 -3.452  -0.49
C 0.632 3.569 -2.934  -1.10
C 1.445 3.577 -1.807  -0.77
C 1.842 2.394 -1.189  0.74
C 2.847 2.446 -0.069  -1.54
C 1.192 -1.826 -1.724  0.32
C 1.410 -2.066 -3.087  -0.61
C 0.991 -3.243 -3.671  -1.11
C 0.379 -4.213 -2.880  -0.71
C 0.184 -3.993 -1.530  -0.70
C 0.579 -2.801 -0.916  0.13
C 0.400 -2.675 0.592  -1.22
H 4.780 -2.676 1.112  0.58
H 3.599 -3.288 -0.036  0.31
H 3.193 -1.944 1.048  -0.31
H 6.464 -2.245 -0.526  0.50
H 7.379 -0.806 -2.292  0.43
H 5.934 0.875 -3.401  0.47
H 3.588 1.096 -2.725  0.53
H 0.196 0.237 -3.249  0.55
H -0.441 2.352 -4.345  0.48
H 0.376 4.503 -3.418  0.44
H 1.823 4.518 -1.427  0.54
H 2.918 3.451 0.343  0.50
H 3.837 2.166 -0.435  0.31
H 2.617 1.754 0.745  0.04
H 1.943 -1.336 -3.685  0.55
H 1.166 -3.424 -4.722  0.52
H 0.074 -5.155 -3.317  0.48
H -0.268 -4.767 -0.922  0.55
H 1.278 -3.093 1.101  0.91
H -0.466 -3.250 0.930  0.92
O -4.140 0.683 2.162  -0.57
C -3.441 0.841 1.193  -0.85
O -1.602 -0.160 -0.236  2.04
C -3.442 2.237 0.576  0.12
N -2.117 2.767 0.094  0.56
C -2.431 3.946 -0.823  -0.02
C -3.943 3.866 -1.070  -0.78
C -4.334 2.451 -0.638  -0.62
H -3.766 2.900 1.378  0.45
H -1.614 2.033 -0.411  -0.89
H -1.521 2.996 0.897  0.45
H -1.837 3.813 -1.720  -0.05
H -2.114 4.855 -0.320  0.44
H -4.188 4.078 -2.107  0.46
H -4.461 4.597 -0.450  0.30
H -4.115 1.715 -1.417  0.27
H -5.385 2.358 -0.372  0.45

As for the charge: +2. The value obtained for the LUMO energy is -6.42 eV. The value obtained for the energy above the lowest of the compared OMol25 structures with the same formula, charge and spin is 109.1 kcal/mol.

---

# 2
The following is a quantum chemistry calculation of a molecular structure, C40H42AsCl5LaN6O7PS2Te, from OMol25.

Last column: Mulliken charge in e.
Atoms and positions in Å:
La -0.398 1.399 -0.347  1.75
S 0.165 3.650 1.491  -0.46
C 1.687 4.439 1.030  0.24
C 1.820 5.839 1.435  -0.11
N 1.944 6.958 1.695  -0.66
C 2.618 3.883 0.212  0.33
S 2.437 2.294 -0.489  -0.30
C 3.938 4.475 0.098  -0.13
N 4.981 4.935 -0.051  -0.69
Cl -3.637 1.790 0.033  -0.06
C -3.288 1.307 1.693  0.93
C -1.951 1.211 2.000  -1.97
C -1.670 0.841 3.351  0.70
Cl -0.011 0.701 3.842  -0.26
C -2.680 0.666 4.304  -0.04
Cl -2.199 0.653 6.007  -0.23
C -4.012 0.737 3.912  0.49
Cl -5.222 0.500 5.146  -0.25
C -4.331 0.992 2.611  0.05
Cl -5.954 0.819 2.068  -0.22
N -1.886 0.019 -2.314  -0.02
C -2.351 -1.312 -2.043  0.84
C -3.708 -1.572 -2.648  -1.66
C -5.002 -0.921 -2.086  -0.17
C -5.476 -1.429 -0.721  -0.76
N -5.555 -2.885 -0.636  -0.41
C -6.639 -3.412 -1.068  0.37
N -6.847 -4.785 -0.785  -0.57
N -7.687 -2.740 -1.650  -0.48
C -2.249 -1.604 -0.586  -0.29
O -2.719 -2.763 -0.083  -0.53
O -1.672 -0.878 0.213  -0.47
H -2.675 0.629 -2.446  -0.08
H -1.366 0.021 -3.196  0.23
H -1.716 -2.019 -2.568  0.16
H -3.848 -2.666 -2.798  0.53
H -3.558 -1.289 -3.717  0.46
H -5.780 -1.038 -2.793  0.64
H -4.886 0.191 -2.005  0.16
H -6.429 -0.866 -0.503  0.33
H -4.779 -1.067 0.051  0.16
H -3.553 -3.094 -0.485  0.46
H -5.987 -5.148 -0.484  0.27
H -7.268 -5.338 -1.544  0.24
H -7.559 -1.754 -1.691  0.24
H -8.617 -2.984 -1.359  0.24
C 2.293 -0.317 -3.032  -0.96
C 1.224 -1.036 -2.187  0.37
O 0.620 -2.036 -2.638  -0.79
O 0.980 -0.461 -1.023  0.61
H 2.280 -0.786 -4.010  0.40
H 3.308 -0.318 -2.589  0.17
H 2.046 0.751 -3.144  -0.02
C 3.158 -3.244 6.566  -0.33
C 2.001 -3.689 5.932  -0.91
C 1.836 -3.237 4.615  -0.16
C 2.678 -2.371 3.936  -0.28
C 3.746 -1.824 4.678  0.25
C 4.006 -2.292 5.967  -0.78
As 2.286 -1.958 2.094  0.26
C 3.734 -0.729 1.856  0.94
C 4.873 -0.935 1.047  -0.09
C 5.869 0.017 0.970  -0.61
C 5.799 1.203 1.646  -0.57
C 4.649 1.510 2.398  -0.74
C 3.637 0.522 2.484  -0.10
C 3.193 -3.489 1.304  -0.20
C 4.204 -4.179 1.996  -0.14
C 4.918 -5.175 1.350  -0.66
C 4.656 -5.554 0.059  -0.40
C 3.664 -4.892 -0.637  -0.49
C 2.930 -3.869 -0.029  -0.52
H 3.284 -3.507 7.623  0.29
H 1.255 -4.222 6.407  0.49
H 0.982 -3.617 4.036  0.30
H 4.393 -1.069 4.277  0.36
H 4.865 -1.912 6.475  0.43
H 4.990 -1.851 0.483  0.32
H 6.730 -0.159 0.282  0.24
H 6.570 1.918 1.517  0.40
H 4.480 2.489 2.820  0.47
H 2.740 0.811 3.041  -0.01
H 4.394 -4.018 3.041  0.32
H 5.684 -5.650 1.927  0.40
H 5.267 -6.336 -0.401  0.33
H 3.531 -5.178 -1.702  0.35
H 2.211 -3.339 -0.611  0.56
C -1.656 6.348 -1.382  -0.77
C -2.400 5.504 -2.408  -0.21
O -1.531 5.050 -3.465  -0.34
P -1.269 3.380 -3.556  -0.54
O -1.268 2.755 -2.177  0.61
Te -2.769 2.525 -5.201  -0.51
O 0.289 3.350 -4.004  -0.02
C 0.915 4.299 -4.915  -0.26
C 1.851 3.433 -5.741  -1.12
H -2.302 6.484 -0.491  0.29
H -1.426 7.350 -1.817  0.33
H -0.774 5.815 -1.051  0.09
H -3.120 6.151 -2.932  0.26
H -2.924 4.688 -2.013  0.22
H 1.474 5.014 -4.355  0.27
H 0.182 4.780 -5.604  0.31
H 2.618 2.982 -5.055  0.22
H 2.429 4.055 -6.465  0.38
H 1.288 2.679 -6.284  0.29

As for the charge: -2. The value obtained for the LUMO energy is 3.23 eV. The value obtained for the energy above the lowest of the compared OMol25 structures with the same formula, charge and spin is 0.0 kcal/mol.

---

Taking the records one at a time from the top gives max |F| values of 0.728; 3.723 eV/Å.